This record from the OMol25 dataset describes a 2-piece molecular cluster, C5H12O overall. The level of theory is the ωB97M-V functional and the def2-TZVPD basis.

XYZ file:
```
18
Properties=species:S:1:pos:R:3:forces:R:3
C 0.88100 -0.41498 -1.70724 -1.480 -2.968 -0.796
C 0.19977 0.31774 -0.85553 -0.925 1.043 1.132
C 0.41371 1.78620 -0.60076 1.696 0.695 1.117
C -0.95595 -0.14824 -0.02646 -2.393 1.562 -0.942
C -1.21999 -1.49352 0.47531 3.152 -2.700 0.274
H 1.59621 -0.04758 -2.42062 0.287 0.135 0.071
H 0.46924 -1.50997 -1.86658 1.325 2.161 0.340
H 1.04110 1.90862 0.33481 -0.631 -0.307 -0.564
H 1.11855 2.18931 -1.34273 -0.777 0.374 -0.118
H -0.48678 2.41131 -0.33602 0.778 -0.772 -0.993
H -1.87040 -0.06569 -0.62724 0.176 0.514 -1.078
H -1.31263 0.62060 0.64587 0.921 0.273 1.001
H -1.18565 -2.14275 -0.42705 -0.787 -0.086 0.692
H -0.31271 -1.89623 1.05028 -1.536 0.501 -0.135
H -2.14725 -1.50820 1.04158 0.103 -0.433 -0.090
O 1.02002 -0.25873 2.43558 -2.113 -2.622 2.683
H 0.93615 0.11897 1.62899 -1.612 1.386 -4.545
H 1.81563 0.13311 2.59779 3.818 1.244 1.949
```
Positions in Å, forces in eV/Å.

Charge ... 0
HOMO ... -9.36 eV
ΔE to the lowest compared entry with this formula, charge and spin ... 2.268 eV

Atomic partial charges in e from the Mulliken method, atoms 1 to 6: -0.9615 0.9701 -1.1252 -0.9099 -1.1094 0.3479



This record from the OMol25 dataset describes an isolated molecule of C5H12O2. The level of theory is the ωB97M-V functional and the def2-TZVPD basis.

XYZ file:
```
19
Properties=species:S:1:pos:R:3:forces:R:3
C 2.57690 0.29649 -0.75368 0.351 -0.027 -0.055
O 1.20235 0.54995 -0.68771 0.059 0.032 -0.039
C 0.45360 -0.59386 -0.34103 -0.005 -0.179 -0.016
C -0.99093 -0.16324 -0.21295 0.124 0.014 -0.154
C -1.84658 -1.37712 0.20115 0.042 0.147 0.049
C -1.03105 1.10523 0.68034 -0.214 -0.806 -0.029
O -0.84071 2.30694 -0.03977 0.166 -0.082 0.101
H 2.79441 -0.48716 -1.49372 0.044 0.098 0.084
H 3.05780 1.22751 -1.05844 0.057 -0.147 0.037
H 2.97293 -0.01975 0.22350 -0.027 0.042 -0.137
H 0.59706 -1.38584 -1.09309 -0.050 0.100 0.021
H 0.80624 -0.99871 0.62719 -0.027 0.108 -0.138
H -1.34874 0.17628 -1.19299 0.101 -0.066 0.041
H -2.91889 -1.14957 0.20824 0.222 0.075 0.026
H -1.58090 -1.78017 1.18754 0.013 0.192 -0.128
H -1.69590 -2.19021 -0.52616 -0.041 0.235 0.197
H -2.02653 1.12920 1.09887 -0.269 0.361 0.371
H -0.28362 1.02216 1.49034 -0.337 -0.054 -0.109
H 0.09337 2.31243 -0.29115 -0.210 -0.043 -0.122
```
Positions in Å, forces in eV/Å.

Charge ... 0
HOMO ... -9.86 eV
ΔE to the lowest compared entry with this formula, charge and spin ... 1.256 eV

Atomic partial charges in e from the Mulliken method, atoms 1 to 6: -0.7734 -0.2532 -0.9328 0.7075 -1.5708 -0.5472



This record from the OMol25 dataset describes an isolated molecule of C5H12O2. The level of theory is the ωB97M-V functional and the def2-TZVPD basis.

XYZ file:
```
19
Properties=species:S:1:pos:R:3:forces:R:3
C 2.23309 0.09125 1.42906 0.084 -0.019 0.007
C 0.84835 0.60304 1.04126 -0.077 0.023 0.016
C 0.29686 -0.00329 -0.24862 0.042 0.197 -0.042
O 0.42898 -1.42138 -0.27669 -0.027 -0.083 0.179
C -1.18201 0.36743 -0.45413 0.082 0.178 -0.144
C -1.66861 0.03988 -1.85876 0.011 -0.035 -0.041
O -1.97210 -0.29814 0.52492 -0.051 -0.200 -0.057
H 2.21713 -0.97556 1.67568 0.007 0.165 -0.050
H 2.95448 0.22562 0.61551 -0.107 0.001 0.083
H 2.60865 0.62929 2.30518 -0.044 -0.083 -0.111
H 0.13033 0.40121 1.84910 0.110 0.037 -0.112
H 0.87746 1.69388 0.91383 -0.037 -0.174 0.020
H 0.88265 0.35442 -1.10644 -0.088 -0.022 0.115
H 0.20394 -1.74188 0.60628 0.029 -0.016 -0.109
H -1.31515 1.43740 -0.25280 0.060 -0.119 -0.024
H -1.46287 -1.01319 -2.08639 -0.051 0.137 0.022
H -2.74495 0.21967 -1.94026 0.154 -0.022 0.021
H -1.15796 0.65083 -2.61108 -0.042 -0.070 0.133
H -2.04002 -1.21756 0.23389 -0.055 0.106 0.094
```
Positions in Å, forces in eV/Å.

Charge ... 0
HOMO ... -10.02 eV
ΔE to the lowest compared entry with this formula, charge and spin ... 0.574 eV

Atomic partial charges in e from the Mulliken method, atoms 1 to 6: -1.1416 -0.6296 0.0329 -0.5883 0.1660 -1.4261



This record from the OMol25 dataset describes a 2-piece molecular cluster, C5H12O2 overall. The level of theory is the ωB97M-V functional and the def2-TZVPD basis.

XYZ file:
```
19
Properties=species:S:1:pos:R:3:forces:R:3
C -1.38270 -0.24100 0.58004 0.072 0.111 0.009
C -0.51298 0.71658 0.91018 -0.158 -0.140 -0.016
C -0.76603 2.17771 0.65259 -0.019 0.049 0.016
C 0.79002 0.37612 1.61361 -0.093 0.310 0.079
O 1.14729 -0.97892 1.55480 0.093 -0.088 -0.210
H -2.32222 -0.01366 0.08201 0.125 0.021 0.086
H -1.16974 -1.27928 0.82205 -0.046 0.151 -0.043
H 0.11793 2.67455 0.23463 -0.116 -0.124 0.050
H -1.00667 2.69132 1.59072 0.048 -0.034 -0.088
H -1.60373 2.32447 -0.03594 0.109 -0.043 0.139
H 1.59001 1.02651 1.22074 -0.131 -0.125 0.007
H 0.67963 0.62863 2.67609 0.035 0.011 -0.112
H 1.32879 -1.18126 0.61879 -0.025 -0.050 0.208
C 0.55852 -1.73769 -2.34420 -0.022 -0.171 -0.311
O 0.97087 -0.87975 -1.29844 -0.027 0.187 0.068
H -0.11133 -1.21704 -3.03975 0.093 -0.113 0.057
H 1.45248 -2.04217 -2.89284 -0.119 0.003 0.066
H 0.05246 -2.63831 -1.97045 0.066 0.147 -0.013
H 0.18740 -0.40682 -0.97461 0.116 -0.103 0.008
```
Positions in Å, forces in eV/Å.

Charge ... 0
HOMO ... -9.65 eV
ΔE to the lowest compared entry with this formula, charge and spin ... 1.633 eV

Atomic partial charges in e from the Mulliken method, atoms 1 to 6: -1.0256 0.8224 -1.3791 -0.4961 -0.5595 0.3157



This record from the OMol25 dataset describes a 2-piece molecular cluster, C5H12O2 overall. The level of theory is the ωB97M-V functional and the def2-TZVPD basis.

XYZ file:
```
19
Properties=species:S:1:pos:R:3:forces:R:3
C -0.99022 1.23515 0.76991 -0.154 -0.342 -0.145
C 0.17460 1.20342 0.13841 1.379 -0.717 0.530
C 0.60796 2.26396 -0.82699 0.070 -0.193 -0.082
C 1.28979 0.13286 0.50004 -1.164 1.310 -0.700
O 0.90985 -0.71571 1.54052 -0.105 -0.171 0.516
H -1.30781 0.44582 1.43433 0.112 -0.083 0.232
H -1.71117 2.01617 0.59574 -0.092 0.172 -0.162
H 1.02560 1.80840 -1.72499 0.083 -0.010 -0.061
H 1.38264 2.89613 -0.38756 0.016 -0.010 -0.014
H -0.22394 2.88946 -1.13430 -0.095 0.101 0.044
H 2.19269 0.70937 0.73473 0.047 -0.040 0.053
H 1.51598 -0.50594 -0.35771 -0.127 0.153 -0.005
H 0.67614 -0.17426 2.30768 0.087 -0.142 -0.170
C -0.94095 -2.72646 -0.53286 0.023 -0.167 0.309
O -0.76317 -1.55806 -1.29957 -0.002 0.594 -0.056
H -0.25014 -2.75419 0.32114 -0.142 -0.062 -0.122
H -1.97147 -2.81179 -0.16285 0.116 -0.072 -0.025
H -0.73040 -3.57107 -1.18905 -0.046 0.002 0.069
H -0.88596 -0.78326 -0.72659 -0.007 -0.320 -0.213
```
Positions in Å, forces in eV/Å.

Charge ... 0
HOMO ... -9.88 eV
ΔE to the lowest compared entry with this formula, charge and spin ... 1.820 eV

Atomic partial charges in e from the Mulliken method, atoms 1 to 6: -0.8304 0.7904 -1.4927 -0.6034 -0.5050 0.3081



This record from the OMol25 dataset describes C5H12O2 as an isolated structure. The level of theory is the ωB97M-V functional and the def2-TZVPD basis.

XYZ file:
```
19
Properties=species:S:1:pos:R:3:forces:R:3
C 0.51921 1.18294 1.81943 -0.011 0.163 0.091
O 0.26945 0.11041 0.91458 0.030 0.074 -0.148
C 0.67246 0.78776 -0.81086 -0.373 -0.020 -0.017
C 1.18993 -0.96908 1.09983 0.064 -0.171 0.006
C -0.06362 -0.18638 -1.69699 0.092 -0.092 0.067
C -1.58212 -0.32912 -1.58319 0.040 0.186 -0.366
O -1.97986 -1.00112 -0.40313 0.033 0.078 0.228
H 1.52585 1.57969 1.65299 -0.115 -0.047 0.022
H 0.39843 0.82143 2.84606 0.053 0.058 -0.143
H -0.22246 1.95399 1.60651 0.121 -0.081 0.057
H -0.02934 1.63954 -0.66657 0.129 -0.114 -0.010
H 0.80485 -1.81042 0.52333 0.085 0.091 0.087
H 1.23390 -1.23158 2.16174 -0.033 0.028 -0.146
H 2.16801 -0.66153 0.71708 -0.105 -0.057 0.094
H 0.39883 -1.18420 -1.68270 -0.030 0.149 -0.034
H 0.18026 0.22677 -2.69226 -0.033 -0.011 0.104
H -2.04137 0.67362 -1.64678 0.053 -0.171 0.066
H -1.98013 -0.92292 -2.41432 0.081 0.069 0.100
H -1.54497 -0.54449 0.32960 -0.083 -0.133 -0.056
```
Positions in Å, forces in eV/Å.

Charge ... 0
HOMO ... -7.78 eV
ΔE to the lowest compared entry with this formula, charge and spin ... 5.143 eV

Atomic partial charges in e from the Mulliken method, atoms 1 to 6: -0.7716 -0.0804 -0.6137 -0.8199 -0.3906 -0.4567